Model w:
Formula: C23H41IMoP2
Source: the Open Molecules 2025 dataset
Level of theory: ωB97M-V/def2-TZVPD

The geometry in XYZ format:
```
68
Properties=species:S:1:pos:R:3
Mo 1.6485 -0.5047 -0.9982
C -0.3263 -0.7326 0.4408
C -0.0996 -1.9838 -0.2218
C 1.7995 -1.4806 1.0242
C 0.8552 -0.4050 1.1876
C 1.2079 -2.4464 0.1394
C -1.5762 0.0834 0.4131
H -2.3058 -0.3094 -0.3089
H -1.3740 1.1304 0.1482
H -2.0794 0.1053 1.3927
C 0.9862 0.7428 2.1254
H 0.4147 1.6094 1.7747
H 2.0306 1.0392 2.2459
H 0.5971 0.4650 3.1160
C 3.0632 -1.6812 1.7923
H 2.8346 -2.1085 2.7800
H 3.6170 -0.7507 1.9512
H 3.7267 -2.3818 1.2737
C 1.8068 -3.7619 -0.2301
H 1.6217 -4.5495 0.5122
H 2.8892 -3.6744 -0.3387
H 1.4047 -4.1204 -1.1799
C -1.0274 -2.7354 -1.1163
H -1.2067 -3.7530 -0.7275
H -0.5875 -2.8384 -2.1235
H -1.9946 -2.2245 -1.2219
C -2.0812 2.9511 -2.0680
C -3.2460 2.3585 -2.4221
C -3.3411 1.0618 -3.1639
C -2.8440 0.9938 -4.6243
C -1.4132 0.4478 -4.8621
C -0.6356 0.1313 -3.6321
C -0.3302 1.2014 -2.6003
C -0.7681 2.6622 -2.7461
H -4.4056 0.7932 -3.1927
H -3.0353 1.9485 -5.1383
H -2.8572 0.2741 -2.5725
H -0.7601 2.9551 -3.8000
H -2.0467 3.7952 -1.3652
H -4.2057 2.7725 -2.0949
H -0.0054 3.3149 -2.2711
H -0.7217 0.8325 -1.6420
H -1.0109 -0.7956 -3.1678
H 0.7647 1.3215 -2.4432
H -3.5074 0.2801 -5.1373
H -1.5114 -0.4778 -5.4498
P -0.2073 1.3420 -5.8869
C -0.8681 3.0111 -5.9958
C -0.3768 0.6837 -7.5656
P 1.3382 -0.4465 -4.0130
C 1.4202 0.9061 -5.3067
C 1.0561 -1.9904 -4.9213
C 3.1602 -0.4503 -3.6954
H -0.0734 3.7537 -5.9183
H -1.6368 3.2271 -5.2483
H -1.3638 3.0898 -6.9676
H 0.2593 1.2837 -8.2322
H -1.4232 0.7642 -7.8955
H -0.0565 -0.3630 -7.6042
H 3.7398 -0.3357 -4.6209
H 3.4105 -1.3955 -3.1995
H 3.3986 0.3815 -3.0102
H 1.9134 1.7980 -4.8793
H 2.0264 0.5611 -6.1733
H 1.6036 -2.8050 -4.4235
H 1.4454 -1.8876 -5.9477
H -0.0045 -2.2730 -4.9555
I 3.3572 1.4371 -0.4374
```

Output
Molar mass (g mol⁻¹): 602.37
Expectation value of S²: 2.06
Total charge: +2
Lowest unoccupied orbital energy (alpha / beta) (eV): -7.2 / -7.2
2S+1: 3

***

Model x:
Formula: C23H41IMoP2
Source: the Open Molecules 2025 dataset
Level of theory: ωB97M-V/def2-TZVPD

The geometry in XYZ format:
```
68
Properties=species:S:1:pos:R:3
Mo -0.0306 -0.0272 2.4624
C -1.6260 -0.7328 3.9510
C -1.2268 -1.7929 3.0563
C 0.6326 -1.1621 4.2820
C -0.4823 -0.3001 4.6676
C 0.1741 -2.0826 3.3053
C -3.0267 -0.2464 4.1493
H -3.6258 -0.3507 3.2408
H -3.0496 0.8017 4.4596
H -3.5136 -0.8369 4.9364
C -0.4166 0.7573 5.7231
H -1.2978 1.4035 5.6930
H 0.4713 1.3799 5.5752
H -0.3615 0.3042 6.7220
C 1.9802 -1.1585 4.9273
H 1.9292 -1.7096 5.8765
H 2.3145 -0.1387 5.1267
H 2.7277 -1.6407 4.2929
C 0.9470 -3.2378 2.7485
H 0.8316 -4.1189 3.3936
H 2.0135 -3.0082 2.6833
H 0.5976 -3.5184 1.7511
C -2.1539 -2.6610 2.2611
H -2.4387 -3.5447 2.8478
H -1.6866 -3.0153 1.3384
H -3.0713 -2.1318 1.9941
C -0.5717 1.8863 1.4698
C -1.6973 1.0502 1.4959
C -2.2339 0.3085 0.2886
C -1.1145 -0.4173 -0.4751
C -0.0015 -0.8770 0.4629
C 1.1960 -0.1513 0.6690
C 1.4515 1.2029 0.0463
C 0.2638 2.1801 0.2339
H -2.7755 1.0054 -0.3704
H -0.6935 0.2326 -1.2488
H -2.9728 -0.4235 0.6314
H -0.3836 2.1705 -0.6505
H -0.4919 2.6188 2.2655
H -2.4370 1.2640 2.2630
H 0.6561 3.1973 0.3200
H 2.3356 1.6278 0.5252
H 2.0914 -0.7141 0.9263
H 1.6803 1.0899 -1.0251
H -1.5270 -1.2875 -0.9975
H 0.0635 -1.9547 0.5817
P -0.2838 1.3598 -4.0849
C -0.3335 3.2153 -4.0695
C -1.6646 1.0318 -5.2766
P 2.0659 -0.4707 -4.8860
C 1.1595 1.1190 -5.2390
C 1.5173 -1.4491 -6.3651
C 3.7555 0.0256 -5.4634
H 0.5313 3.6004 -3.5199
H -1.2382 3.5486 -3.5502
H -0.3293 3.6356 -5.0826
H -1.5799 1.6465 -6.1812
H -2.6228 1.2415 -4.7908
H -1.6466 -0.0239 -5.5628
H 3.7380 0.4295 -6.4832
H 4.4203 -0.8436 -5.4351
H 4.1548 0.7873 -4.7874
H 1.8402 1.9741 -5.1258
H 0.8095 1.0944 -6.2803
H 2.0850 -2.3845 -6.4109
H 1.6643 -0.8972 -7.3014
H 0.4574 -1.7034 -6.2634
I 2.0522 1.8205 3.2844
```

Output
Molar mass (g mol⁻¹): 602.37
Expectation value of S²: 2.40
Total charge: +2
Lowest unoccupied orbital energy (alpha / beta) (eV): -7.4 / -9.8
2S+1: 3

***

Q: Which of them is the most stable? A: model x.

***

Model w:
Formula: C3H4N3
Source: the Open Molecules 2025 dataset
Level of theory: ωB97M-V/def2-TZVPD

The geometry in XYZ format:
```
10
Properties=species:S:1:pos:R:3
C -2.1496 -0.4618 0.0449
C 1.0369 -0.6945 -0.0712
C 2.2940 -0.3478 -0.0692
N -1.2002 -1.4967 -0.0258
N -0.0407 -1.2266 -0.0620
N -1.7438 0.7011 -0.1849
H -3.1422 -0.8379 0.2934
H 2.5562 0.7030 -0.0828
H 3.1110 -1.0614 -0.0601
H -2.4094 1.4681 -0.1228
```

Output
Molar mass (g mol⁻¹): 82.09
Total charge: +1
Lowest unoccupied orbital energy (eV): -7.4
Structure (SMILES): [H]/N=C/N=[N+]=C=C

***

Model x:
Formula: C3H4N3
Source: the Open Molecules 2025 dataset
Level of theory: ωB97M-V/def2-TZVPD

The geometry in XYZ format:
```
10
Properties=species:S:1:pos:R:3
C -1.2174 0.6822 0.4056
C -2.0996 0.5965 1.5416
C 0.8485 -0.2832 -0.5164
N -1.6591 -0.5266 2.0055
N -0.5312 -1.0127 1.3298
N -0.2800 -0.2205 0.3203
H -2.8754 1.2532 2.0376
H 1.2807 0.7456 -0.5841
H 0.6638 -0.3079 -1.6314
H 1.4151 -1.0868 -0.2464
```

Output
Molar mass (g mol⁻¹): 82.09
Total charge: +1
Lowest unoccupied orbital energy (alpha / beta) (eV): -8.4 / -9.3
Structure (SMILES): C[N+]1=C=CN=N1

***

Q: Which of them is the most stable? A: model w.

***

Model w:
Formula: CH5N5
Source: the Open Molecules 2025 dataset
Level of theory: ωB97M-V/def2-TZVPD

The geometry in XYZ format:
```
11
Properties=species:S:1:pos:R:3
C 1.7338 -0.0318 0.1308
N 3.0089 0.0236 -0.0142
N 0.1777 0.7965 -0.0646
N -1.9996 0.5947 0.1447
N -0.7528 -0.0391 -0.0058
N -0.6944 -1.2930 -0.0350
H 1.3885 -0.9574 0.5809
H -2.7355 0.1724 -0.4086
H -1.9217 1.5978 0.0221
H 3.3991 0.8647 -0.4343
H -1.6040 -1.7284 0.0840
```

Output
Molar mass (g mol⁻¹): 87.09
Lowest unoccupied orbital energy (eV): 0.7

***

Model x:
Formula: CH5N5
Source: the Open Molecules 2025 dataset
Level of theory: ωB97M-V/def2-TZVPD

The geometry in XYZ format:
```
11
Properties=species:S:1:pos:R:3
C -0.3530 1.5439 0.2476
N -4.0734 0.4528 0.2396
N -3.9982 -0.4559 -0.3725
N -0.0533 0.2885 0.0603
N -0.7017 -0.7450 0.4947
N -0.1052 -1.9666 0.1848
H 0.2726 2.3023 -0.1747
H -1.2158 1.7940 0.8286
H 0.8036 0.1109 -0.5058
H 0.8213 -2.0566 0.6101
H -0.0093 -2.1056 -0.8227
```

Output
Molar mass (g mol⁻¹): 87.09
Lowest unoccupied orbital energy (alpha / beta) (eV): 0.9 / 0.9

***

Q: Which of them is the most stable? A: model x.

***

Model w:
Formula: C4H3NS
Source: the Open Molecules 2025 dataset
Level of theory: ωB97M-V/def2-TZVPD

The geometry in XYZ format:
```
9
Properties=species:S:1:pos:R:3
C 0.8630 0.7594 0.3690
C 0.3574 0.2198 -0.9197
C -0.6526 -0.5993 -0.6085
C -0.7587 -0.5699 0.8694
H 0.7626 0.4771 -1.8790
H -1.2735 -1.1837 -1.2887
H -1.4658 -1.1205 1.4356
N 0.0999 0.2038 1.4506
S 2.0679 1.8134 0.5712
```

Output
Molar mass (g mol⁻¹): 97.14
Lowest unoccupied orbital energy (eV): -1.8
Structure (SMILES): S=C1C=CC=N1

***

Model x:
Formula: C4H3NS
Source: the Open Molecules 2025 dataset
Level of theory: ωB97M-V/def2-TZVPD

The geometry in XYZ format:
```
9
Properties=species:S:1:pos:R:3
C -0.0995 -1.3511 -0.8516
C -0.8812 -2.1911 -0.3181
C 0.4277 0.1922 -0.5804
C -0.2438 0.3413 0.7413
N 1.1373 0.8608 -1.3440
S -1.2726 -1.2369 1.0813
H 0.4813 0.4010 1.5494
H -0.9323 1.1828 0.7739
H 1.3832 1.8010 -1.0518
```

Output
Molar mass (g mol⁻¹): 97.14
Lowest unoccupied orbital energy (eV): -0.9

***

Q: Which of them is the most stable? A: model w.

***

Model w:
Formula: C4H3NS
Source: the Open Molecules 2025 dataset
Level of theory: ωB97M-V/def2-TZVPD

The geometry in XYZ format:
```
9
Properties=species:S:1:pos:R:3
C -1.1192 0.5479 -0.1334
C 0.2237 -0.0007 -0.0268
C 1.4133 -0.2308 0.1842
C 2.8283 -0.3344 0.0738
H -2.4972 -1.3832 0.7812
H -1.2153 1.1072 -1.1118
H -1.0845 1.3765 0.8074
N 3.9894 -0.4944 -0.3761
S -2.5385 -0.5881 -0.1984
```

Output
Molar mass (g mol⁻¹): 97.14
Lowest unoccupied orbital energy (eV): 0.0
Structure (SMILES): N#CC#CCS

***

Model x:
Formula: C4H3NS
Source: the Open Molecules 2025 dataset
Level of theory: ωB97M-V/def2-TZVPD

The geometry in XYZ format:
```
9
Properties=species:S:1:pos:R:3
C -0.6798 -1.1175 0.8169
C -0.9270 -0.7694 2.0436
C -0.1359 -0.6217 -0.3030
C 0.2594 0.7416 0.1193
N 0.1256 -1.1595 -1.9554
S -0.2838 0.8226 1.9716
H 1.3338 0.9177 0.0769
H -0.2729 1.5269 -0.4150
H 0.5806 -0.3407 -2.3548
```

Output
Molar mass (g mol⁻¹): 97.14
Lowest unoccupied orbital energy (alpha / beta) (eV): -1.7 / -1.6

***

Q: Which of them is the most stable? A: model w.

***

Model w:
Formula: C4H3NS
Source: the Open Molecules 2025 dataset
Level of theory: ωB97M-V/def2-TZVPD

The geometry in XYZ format:
```
9
Properties=species:S:1:pos:R:3
C 0.2453 -1.1568 0.8677
C 0.6446 -0.0559 -0.1629
C 0.4725 1.0186 -0.7610
C 0.3195 2.4816 -1.1157
H -1.6152 -1.4192 -0.8376
H 1.3267 -2.1121 0.9658
H -0.0303 -0.4192 1.9664
N 0.0668 3.5174 -1.5128
S -1.4298 -1.8543 0.5900
```

Output
Molar mass (g mol⁻¹): 97.14
Lowest unoccupied orbital energy (eV): -0.1

***

Model x:
Formula: C4H3NS
Source: the Open Molecules 2025 dataset
Level of theory: ωB97M-V/def2-TZVPD

The geometry in XYZ format:
```
9
Properties=species:S:1:pos:R:3
C 0.0365 -0.0342 0.5161
C -1.2726 -0.5990 0.1819
C -2.2995 -1.1321 -0.2133
C 1.1863 -0.9229 0.0519
H -0.2027 1.2515 -1.2901
H 0.0771 0.0393 1.6608
H -3.2113 -1.5898 -0.4990
N 2.1795 -1.4475 -0.2522
S 0.1360 1.6601 -0.0829
```

Output
Molar mass (g mol⁻¹): 97.14
Lowest unoccupied orbital energy (eV): 0.5
Structure (SMILES): C#C[C@H](S)C#N

***

Q: Which of them is the most stable? A: model x.